This record from OMol25 describes a cluster of 9 separate species, C32H40BF8IO25S2 in total. The level of theory is ωB97M-V with the def2-TZVPD basis set.

The geometry in XYZ format:
```
109
Properties=species:S:1:pos:R:3:forces:R:3:mulliken_charge:R:1
F -9.596051 -1.114155 3.923715 0.03 0.03 -0.04 -0.286
H -9.158302 -2.917350 3.193638 -0.10 0.04 0.04 0.287
C -4.606936 1.622311 6.233578 -0.37 -0.48 0.13 -0.193
H -4.731730 3.088356 4.738763 0.01 0.01 0.05 0.378
H 3.908349 3.919509 -5.164398 -0.06 -0.01 -0.08 0.286
C 3.111569 -4.059174 -4.208153 0.19 0.07 -0.09 0.297
O -0.752551 -0.271053 -7.434424 -0.03 -0.10 -0.04 -0.524
O -0.419159 1.625694 -1.150502 -0.10 0.13 0.04 -0.525
H -1.313485 1.946558 2.879906 0.12 0.02 -0.07 -0.413
C -0.832490 3.823001 3.896971 -0.10 0.17 -0.15 -1.319
H -1.211812 4.844724 3.826039 0.05 -0.02 0.07 0.391
S -3.008914 3.477328 2.164387 -0.04 0.08 0.03 -0.216
C -1.322414 3.021125 2.689893 0.09 0.16 0.12 0.588
H 1.014018 -3.077230 -11.165561 -0.07 0.13 0.13 0.275
C 7.523037 4.427735 -1.192076 -0.04 0.21 0.13 -0.396
H 3.270545 -0.301681 -0.558707 -0.07 -0.06 -0.10 0.320
C 3.744334 4.539019 -2.460648 0.00 0.05 0.08 0.656
H -3.105177 2.815737 5.289859 0.03 -0.01 0.00 0.068
O 6.937892 4.534946 -2.492407 0.15 -0.04 -0.04 -0.275
O 7.984841 2.570401 -2.434169 0.21 0.17 -0.14 -0.297
C -0.777072 0.936289 -4.250831 -0.07 0.12 0.10 -0.179
O -6.409045 -2.328242 3.420477 -0.14 0.04 0.02 -0.283
H -0.463525 1.867403 -3.791073 0.04 0.06 -0.18 0.237
O -8.092549 -1.429197 2.266500 -0.03 -0.28 -0.06 -0.316
C 0.576736 1.272098 -0.612573 -0.01 0.11 -0.08 0.432
O -2.574046 -3.380757 8.396403 -0.11 -0.07 0.04 -0.290
H 0.218903 0.088680 3.618213 0.07 0.07 0.05 -0.128
H 7.934326 5.382143 -0.876805 -0.03 0.06 -0.17 0.286
O 3.106166 -3.603767 -8.782508 -0.28 -0.06 0.12 -0.296
F 3.035798 -5.125861 -10.452774 0.06 0.03 0.02 -0.283
O -3.712760 -5.282777 8.149081 0.11 -0.03 0.26 -0.314
I -3.719036 2.207691 8.144722 -0.08 0.00 -0.06 -0.091
H -7.547784 -2.930151 5.055073 0.12 -0.09 -0.11 0.272
H -3.620034 1.203082 1.579704 -0.05 0.05 -0.07 0.406
O -6.094626 -1.758606 1.264895 0.03 0.08 0.00 -0.516
H 2.757877 -2.827302 -11.414398 0.06 -0.10 0.03 0.288
B -3.810110 1.319602 3.811814 0.02 0.06 -0.16 -0.164
C 3.121926 3.697184 -4.443093 -0.19 0.00 0.06 0.417
H 2.523329 2.099591 -3.112333 -0.08 0.09 -0.08 -0.491
C -7.472053 -2.102612 4.355193 0.09 -0.11 0.24 -0.208
O 0.796941 1.299231 0.731181 -0.07 -0.39 -0.08 -0.233
F 2.612678 0.951007 2.044253 -0.10 0.06 -0.02 -0.329
O -5.493089 0.824761 6.227092 0.43 0.43 0.01 -0.478
H -1.164750 3.408528 4.847958 0.01 -0.01 0.01 0.241
C 1.978092 -3.000153 -10.671784 -0.13 0.05 -0.11 -0.463
C -0.963725 -1.190132 4.929729 0.47 0.24 0.11 -0.614
H 1.444461 -4.673180 -9.340784 0.02 -0.09 -0.04 0.289
C -8.669273 -1.973333 3.439725 0.05 0.22 0.02 0.277
H -7.285703 -1.177754 4.904708 -0.10 0.06 -0.05 0.145
H -4.463060 -0.758129 3.943502 -0.03 -0.20 0.21 0.059
O 3.763357 -1.292010 -2.377764 0.20 -0.15 0.03 -0.538
H -4.000457 -2.409427 9.557453 0.19 -0.02 0.02 0.277
H -0.331106 0.871939 5.095886 0.18 0.01 0.07 0.194
O 1.975690 -1.929892 -9.721858 0.04 -0.09 -0.04 -0.312
C 3.433168 2.560073 -3.500273 0.15 -0.36 -0.10 0.312
H -0.653124 3.221312 1.854672 -0.12 -0.16 -0.08 0.330
H 1.822368 -3.062842 -5.667886 -0.07 0.18 0.10 0.229
O 3.009351 -1.600271 -7.750872 0.10 0.09 -0.13 -0.488
C -6.791697 -1.830908 2.218024 0.09 0.09 0.02 0.679
H 6.763575 4.105375 -0.478772 0.04 -0.10 0.01 0.243
F 0.133795 -0.966924 -3.140633 -0.05 -0.10 -0.06 -0.338
C 7.161104 3.380078 -3.152149 -0.24 -0.04 -0.02 0.750
O 1.650745 0.778160 -1.259599 0.10 0.07 0.08 0.002
C 2.783032 -2.943047 -5.176821 -0.18 -0.30 0.06 -0.266
H -4.388584 -4.796316 10.022743 -0.12 -0.01 0.02 0.240
H 1.303302 0.196460 -4.267568 -0.02 -0.08 0.12 0.161
H -1.057205 -1.849598 4.067280 -0.14 0.02 0.00 0.415
C 0.271672 -0.154174 -4.217435 -0.14 0.06 0.09 0.545
C -4.497486 -4.461136 8.989931 -0.07 0.02 -0.25 0.324
O 4.057542 5.341372 -1.647467 -0.07 -0.03 0.09 -0.554
C -3.904093 1.912004 2.357560 0.04 -0.09 0.21 -0.494
C 8.570786 3.357926 -1.411976 -0.18 -0.12 0.09 0.276
C -3.938903 -3.084735 8.708604 0.03 0.28 0.11 -0.212
H 3.560938 -2.816676 -5.920670 0.12 -0.08 -0.02 0.214
H 1.575008 -0.540288 1.220824 0.05 0.00 0.09 0.302
H 4.067911 1.795105 -3.939918 0.18 0.09 0.11 0.377
H 9.536925 3.730277 -1.756627 0.05 -0.05 0.08 0.288
C -4.028176 2.300157 5.035744 -0.21 0.02 0.01 0.081
C 2.309772 -4.191269 -9.798832 0.18 0.05 -0.04 0.316
S -2.576966 -0.613870 5.494654 -0.44 -0.36 0.50 0.002
O -0.990688 1.097867 -5.660374 0.13 -0.15 0.02 -0.343
H 1.021076 -0.279212 5.152689 0.01 0.00 -0.03 0.441
O -0.024016 -0.893053 -5.389529 0.25 0.12 -0.12 -0.342
F 1.953134 3.498097 -5.103669 -0.01 0.05 0.08 -0.278
O 2.762224 -1.807158 -4.304667 0.02 -0.04 -0.13 -0.148
H -1.699870 0.595909 -3.780205 0.03 -0.06 0.05 0.285
H -2.944702 -0.547665 3.135253 -0.06 -0.12 0.03 0.444
H -0.614225 -1.810360 5.757036 -0.15 -0.05 0.00 0.347
O 6.702320 3.108098 -4.212744 -0.08 -0.05 0.02 -0.539
O 4.111152 3.233456 -2.434279 -0.09 0.01 0.03 -0.427
F 3.851631 -5.036523 -4.779970 0.05 0.06 0.05 -0.301
H 2.249754 -4.514072 -3.716933 0.04 -0.08 -0.01 0.320
C 0.060180 -0.061051 4.689029 -0.40 -0.11 -0.34 -0.548
C 3.503940 -2.089366 -3.221826 0.05 0.17 -0.11 0.437
H -4.958586 2.177394 2.207280 0.02 0.00 -0.11 0.354
H 3.362529 1.451023 -0.285849 -0.09 0.07 0.04 0.130
H 0.257047 3.888175 3.906800 -0.01 -0.15 0.05 0.368
C -2.504223 -4.668481 7.984356 0.06 0.07 -0.13 0.661
O 3.899494 -3.385972 -3.229841 -0.33 0.04 0.16 -0.372
C -3.522270 -0.208153 4.000917 0.57 0.27 -0.61 -0.455
F 8.765169 2.592163 -0.312716 -0.04 -0.03 -0.04 -0.294
O 2.976865 4.793257 -3.553391 0.30 -0.01 -0.10 -0.372
C 1.924989 0.465943 0.983638 0.03 0.30 0.01 0.390
F -5.801831 -4.569080 8.631853 0.03 -0.03 -0.04 -0.274
C 2.726014 -2.299042 -8.665583 0.00 0.16 -0.09 0.683
C -0.606652 -0.038948 -6.282660 -0.17 0.08 0.05 0.485
O -1.535387 -5.191987 7.552911 -0.01 -0.01 -0.07 -0.507
C 2.701565 0.582287 -0.306067 0.29 -0.19 0.10 -0.372
H -4.419457 -2.621498 7.845285 -0.06 -0.10 -0.03 0.094
```
Positions in Å, forces in eV/Å.

Calculated values
F_max in Eh/bohr: 0.0170
LUMO in eV: 0.291
Orbital gap in eV: 8.698
SMILES string: CCSCB(CSCC)CC(=O)I.O=C1OC[C@@H](F)O1.O=C1OC[C@@H](F)O1.O=C1OC[C@@H](F)O1.O=C1OC[C@@H](F)O1.O=C1OC[C@@H](F)O1.O=C1OC[C@@H](F)O1.O=C1OC[C@@H](F)O1.O=C1OC[C@@H](F)O1
HOMO in eV: -8.41